Entry from OMol25: a 2-piece molecular cluster, C6H14N4OPS overall in a non-equilibrium geometry (wB97M-V/def2-TZVPD).

The geometry in XYZ format:
```
27
Properties=species:S:1:pos:R:3
N 1.2560 0.3456 0.4100
P 1.2348 -1.2367 0.1792
H 3.2890 1.7813 -1.7759
C -1.9046 0.1796 0.2976
H -4.5151 1.6717 1.2872
N 2.6978 -1.8708 0.5896
S -3.7505 -1.0896 -0.8670
N -2.0989 -0.6565 -0.5215
N 0.9455 -1.9310 -1.3622
H -2.1286 1.3097 2.2461
H 0.4228 -1.0252 2.0650
C 1.6858 1.3739 -0.4650
C -2.2699 1.3179 1.1426
H -1.6271 2.1427 0.6722
H 0.5371 -2.8981 -1.4612
C -4.4371 0.1316 0.0942
H 2.8013 -1.8161 1.6197
C 2.9963 0.9959 -1.2270
H 3.6609 -1.6085 0.1927
H 1.9246 2.2223 0.3495
H 0.5955 -1.2879 -2.1311
C -3.7707 0.9939 0.8707
O 0.3756 -1.7674 1.3978
H 2.8070 0.1463 -1.8620
H 1.0233 1.6183 -1.3607
H 3.7672 0.8356 -0.4764
H -5.5178 0.1212 0.0958
```

Values from the calculation:
Spin multiplicity   3
Expectation value of S²   2.036
Gap between HOMO and LUMO (spin up / spin down)   6.75 / 2.74 eV
Max |F|   4.152 eV/Å
Calculated total energy   -1270.38055 Ha
Charge   +1